Record 1
Entry from the OMol25 dataset: a structure of composition C19H25CaNO5P (ωB97M-V with the def2-TZVPD basis set).

Calculated values
E_HOMO: -5.02 eV
relative energy (zero: lowest compared OMol25 entry of this formula, charge and spin): 0.0 kcal per mole
energy: -2189.16939 a.u.
LUMO: 2.82 eV
orbital gap: 7.8436 eV

ORCA input file:
```
! RIJCOSX wB97M-V def2-TZVPD def2/J DEFGRID3
* xyz -1 1
Ca 0.61292 0.06818 1.10169
O 2.50640 -2.62664 1.51849
C 1.56431 -3.66916 1.38629
C 0.16572 -3.29597 1.86011
N -0.47498 -2.20403 1.12115
C -0.54353 -2.48573 -0.31906
C 0.73752 -2.13660 -1.10638
O 0.93330 -2.72925 -2.15820
O 1.47386 -1.21583 -0.58755
C -1.82157 -1.97658 1.65264
C -2.45317 -0.65958 1.16480
O -3.67914 -0.59184 1.14467
O -1.63108 0.26886 0.85420
H 2.44345 -2.10327 0.69774
H 1.90475 -4.49808 2.01280
H 1.53181 -4.03905 0.35568
H 0.22136 -2.99521 2.90942
H -0.45804 -4.20519 1.80074
H -1.32699 -1.85803 -0.75174
H -0.81466 -3.52864 -0.52350
H -1.75950 -1.90670 2.74359
H -2.50045 -2.80522 1.41640
C 2.04861 2.01548 2.41756
C 0.75205 2.09237 2.96908
C 0.51092 0.89910 3.67966
C 1.65595 0.08228 3.56554
C 2.60667 0.77211 2.78350
H 2.53624 2.78145 1.82950
H 0.06103 2.91742 2.86647
H -0.39827 0.65457 4.21149
H 1.78856 -0.90240 3.98991
H 3.59045 0.40975 2.52026
C 1.41189 3.47530 -1.65051
P 0.25366 2.26221 -0.91150
C -1.07698 3.38030 -0.33159
C -0.51767 1.51897 -2.39847
C 0.11553 1.48170 -3.63730
C -0.47940 0.84832 -4.72086
C -1.71617 0.24206 -4.57913
C -2.35377 0.26617 -3.34531
C -1.76153 0.89297 -2.26102
H 2.27528 2.96541 -2.07686
H 1.76788 4.11828 -0.84392
H 0.93193 4.08846 -2.41517
H -1.44547 4.02681 -1.13002
H -0.68634 3.98446 0.48850
H -1.88794 2.76629 0.05970
H 1.08862 1.93862 -3.76560
H 0.03373 0.81967 -5.67418
H -2.17475 -0.26267 -5.42029
H -3.31529 -0.21634 -3.21969
H -2.24770 0.87448 -1.29373
*
```

=====

Record 2
Entry from the OMol25 dataset: a structure of composition C5H9FO2 at a distorted geometry (ωB97M-V with the def2-TZVPD basis set).

Calculated values
E_HOMO: -9.22 eV
relative energy (zero: lowest compared OMol25 entry of this formula, charge and spin): 40.2 kcal per mole
energy: -446.19870 a.u.
LUMO: 0.90 eV
orbital gap: 10.1201 eV

ORCA input file:
```
! RIJCOSX wB97M-V def2-TZVPD def2/J DEFGRID3
* xyz 0 1
C 0.88608 0.37460 0.36403
C -1.44468 -0.60737 -1.00088
C -1.86308 1.16972 0.79368
C 3.02427 -0.56744 0.72792
C -1.05821 -0.05733 0.40545
O 1.29771 1.49842 0.36134
O 1.54558 -0.75609 0.33140
F -1.12148 -1.09812 1.27659
H -0.73741 -1.44946 -1.18587
H -2.42936 -0.99122 -1.01405
H -1.36639 0.18050 -1.76570
H -2.88077 0.79568 1.14081
H -2.16071 1.86290 -0.01315
H -1.39322 1.78495 1.61715
H 2.99249 -0.15167 1.79757
H 3.57047 -0.02133 0.06535
H 3.39387 -1.53056 0.62095
*
```

=====

Record 3
Entry from the OMol25 dataset: a structure of composition C43H59Cl2N4O3SeW (ωB97M-V with the def2-TZVPD basis set).

Calculated values
E_HOMO (spin up / spin down): -15.89 / -15.89 eV
relative energy (zero: lowest compared OMol25 entry of this formula, charge and spin): 14.8 kcal per mole
energy: -5506.76642 a.u.
LUMO (spin up / spin down): -10.85 / -10.84 eV
orbital gap (spin up / spin down): 5.0403 / 5.0537 eV

ORCA input file:
```
! RIJCOSX wB97M-V def2-TZVPD def2/J DEFGRID3
* xyz 3 1
W -0.46193 -0.22093 -0.43331
C -3.04606 -0.60716 1.57879
C -1.73519 -0.66717 2.36655
N -0.70536 -1.28211 1.49306
C -0.93366 -2.75812 1.35043
C -0.67479 -3.30853 -0.04400
N -1.04752 -2.33637 -1.12447
C -2.45565 -2.48315 -1.57884
C -3.36281 -1.99448 -0.47673
N -2.77778 -0.75404 0.11125
H -3.54067 0.34399 1.76540
H -3.73736 -1.39097 1.88332
H -1.84210 -1.26533 3.27272
H -1.39081 0.32461 2.64428
H 0.21587 -1.15104 1.91786
H -1.95531 -2.95106 1.66564
H -0.29048 -3.27894 2.06090
H -1.24115 -4.23199 -0.17915
H 0.37667 -3.53757 -0.17218
H -0.45006 -2.57529 -1.91318
H -2.66878 -3.52661 -1.81898
H -2.57999 -1.90571 -2.48944
H -3.45722 -2.74753 0.30102
H -4.36905 -1.80748 -0.85254
H -3.25761 0.02100 -0.33362
C 0.50802 6.67676 -2.74570
C 0.38894 5.32571 -3.44991
C 1.38120 5.28628 -4.62365
C -1.04626 5.17338 -3.98304
C 0.66649 4.15677 -2.51300
C 0.60956 2.85298 -3.00713
C 0.82558 1.81807 -2.12221
Se 0.89347 -0.00655 -2.70539
C 2.49454 -0.64711 -1.93878
C 3.68452 -0.51084 -2.63467
C 4.84739 -0.95787 -2.02060
C 4.71914 -1.49852 -0.74087
C 3.53228 -1.64044 -0.01863
C 2.37367 -1.21569 -0.67744
O 1.10470 -1.38206 -0.16742
C 3.57439 -2.28622 1.37541
C 4.93715 -2.05123 2.04708
C 2.50308 -1.71709 2.32203
C 3.35151 -3.79606 1.21807
C 6.22091 -0.86760 -2.68047
C 6.81003 -2.28012 -2.80289
C 7.13614 0.00119 -1.80570
C 6.13516 -0.24808 -4.07480
C 1.04215 2.02375 -0.74235
O 1.06104 0.91479 0.01616
C 1.28466 3.32550 -0.25606
C 1.04568 4.34351 -1.16516
C 1.87770 3.56245 1.13154
C 2.12913 5.05015 1.37830
C 3.23026 2.82445 1.17670
C 0.96306 3.04208 2.24519
H 0.26286 7.46890 -3.45231
H 1.52257 6.86387 -2.39035
H -0.18251 6.76555 -1.90435
H 1.19073 6.12976 -5.28697
H 1.28805 4.37588 -5.21716
H 2.41023 5.36256 -4.27042
H -1.26854 5.98584 -4.67492
H -1.77263 5.21983 -3.16650
H -1.18177 4.23248 -4.52265
H 0.45556 2.66011 -4.06087
H 3.70056 -0.05915 -3.61682
H 5.62713 -1.83891 -0.26706
H 5.18796 -0.98984 2.09121
H 5.74909 -2.57906 1.55040
H 4.90078 -2.43374 3.06665
H 2.35806 -0.64070 2.18671
H 2.79521 -1.88380 3.35789
H 1.56555 -2.25768 2.17605
H 4.13394 -4.24872 0.60875
H 2.39052 -4.00487 0.73743
H 3.35891 -4.28411 2.19399
H 6.94076 -2.75620 -1.83012
H 7.79111 -2.22701 -3.27477
H 6.17493 -2.92075 -3.41711
H 7.27028 -0.42013 -0.80868
H 6.73744 1.01210 -1.69934
H 8.12155 0.07387 -2.26600
H 5.50349 -0.83532 -4.74494
H 7.13099 -0.21570 -4.51501
H 5.76338 0.77915 -4.04444
H 1.18656 5.35842 -0.82736
H 2.81178 5.48165 0.64478
H 2.59104 5.16897 2.35797
H 1.20310 5.62853 1.38199
H 3.90836 3.20171 0.40939
H 3.11731 1.74771 1.03683
H 3.69839 2.99113 2.14732
H 0.00525 3.56101 2.23673
H 1.43746 3.23547 3.20781
H 0.78087 1.96989 2.16841
Cl -2.72568 3.32669 2.21819
C -2.86056 3.12754 0.52484
C -3.68643 3.99481 -0.22073
C -3.86423 3.80786 -1.56724
Cl -4.84653 4.88681 -2.45568
C -3.25455 2.70199 -2.22905
C -3.44257 2.36689 -3.58044
C -2.84559 1.23696 -4.08657
C -2.04500 0.45138 -3.25680
N -1.81246 0.74676 -1.97840
C -2.42220 1.86760 -1.46369
C -2.18386 2.10655 -0.10475
O -1.29182 1.29682 0.49127
H -4.18614 4.80946 0.28584
H -4.06597 2.99164 -4.20746
H -2.98987 0.94022 -5.11560
H -1.57694 -0.43819 -3.65194
*
```

=====

Record 4
Entry from the OMol25 dataset: a cluster of 2 separate species, C21H40ClFNO4S in total at a distorted geometry (ωB97M-V with the def2-TZVPD basis set).

Calculated values
E_HOMO: -11.42 eV
energy: -2137.69762 a.u.
LUMO: -3.03 eV
orbital gap: 8.3907 eV

ORCA input file:
```
! RIJCOSX wB97M-V def2-TZVPD def2/J DEFGRID3
* xyz 1 1
C 3.94152 1.61032 3.89105
C 2.60583 0.75852 3.62269
C 2.65894 -0.15394 2.30766
Cl 4.34604 -0.20132 1.64425
C 1.54644 0.28190 1.23454
C 1.45751 -0.69240 0.00155
C 0.70150 -0.17857 -1.29910
C 1.66129 -0.63899 -2.52879
C 2.05411 -2.16382 -2.53827
C 3.62665 -2.36251 -2.29939
S 3.98966 -3.80749 -1.17760
C -0.67758 -0.85593 -1.65488
C -1.90083 -0.82398 -0.67960
C -1.67692 -0.74378 0.87660
C -3.03525 0.27196 -1.02291
C 0.70598 1.42828 -1.47883
F -0.61207 1.92461 -1.76782
C 1.28522 2.30540 -0.32821
C 2.49243 3.19815 -0.90985
C 3.70553 2.13429 -1.38578
C 5.19316 2.82675 -1.48308
O 4.29392 2.40387 -2.71285
N 1.73856 1.73098 0.95301
H 3.71276 2.30405 4.74898
H 4.22071 2.25823 3.00713
H 4.78074 0.94074 4.22155
H 2.52422 0.05082 4.50485
H 1.73761 1.47640 3.66470
H 2.34420 -1.19753 2.62643
H 0.59210 0.20544 1.85194
H 0.91063 -1.62433 0.35476
H 2.52397 -1.04720 -0.18411
H 2.60031 -0.02431 -2.60218
H 1.06069 -0.42300 -3.46915
H 1.54623 -2.76726 -1.71669
H 1.76712 -2.67667 -3.50324
H 4.20130 -2.40623 -3.27092
H 3.97084 -1.43448 -1.73520
H 5.16349 -3.39563 -0.54996
H -0.53032 -1.94028 -1.97131
H -1.01618 -0.35284 -2.62189
H -2.47370 -1.80120 -0.83538
H -1.40352 0.32179 1.14413
H -2.68606 -0.92717 1.37092
H -0.98485 -1.51923 1.31832
H -3.03367 0.55863 -2.10900
H -2.70943 1.20263 -0.44658
H -4.04064 -0.00845 -0.60624
H 1.27267 1.71608 -2.42220
H 0.50409 3.10122 -0.08615
H 2.95132 3.85796 -0.12308
H 2.20186 3.72368 -1.85833
H 3.65011 1.03328 -0.99573
H 5.19967 3.93398 -1.67329
H 6.07578 2.20185 -1.77168
H 1.26978 2.23792 1.72456
H 2.74158 1.96713 1.10292
C -7.73422 -3.77036 0.61257
O -8.38421 -2.53544 0.90983
C -7.56166 -1.48329 0.97059
O -6.36902 -1.50579 0.80006
O -8.29510 -0.40069 1.25397
C -7.54268 0.80671 1.35031
H -8.49688 -4.54742 0.58937
H -7.25342 -3.72701 -0.36603
H -7.00813 -4.02010 1.38790
H -7.05425 1.03321 0.40091
H -6.80870 0.74021 2.15528
H -8.23877 1.61159 1.58202
*
```

=====

The highest energy belongs to which entry? C5H9FO2

=====

Which of these has the highest energy? C5H9FO2

=====

Which of these has the lowest energy? C43H59Cl2N4O3SeW